Record 1
C17H15ClO3Pb as an isolated structure in a non-equilibrium geometry. Source: the Open Molecules 2025 dataset; level of theory: ωB97M-V with the def2-TZVPD basis set.

Its max |F| is 2.80 eV/Å. As for the charge: -2. The gap between HOMO and LUMO comes out at 4.90 eV.

Positions of all 37 atoms, in Å:
C: -2.91 -1.52 -2.07
C: -2.14 -1.71 -3.27
C: -1.73 -0.44 -3.73
H: -1.94 -2.67 -3.74
C: -2.20 0.54 -2.81
C: -2.90 -0.12 -1.77
H: -3.34 0.34 -0.88
H: -3.44 -2.29 -1.50
H: -1.17 -0.24 -4.63
H: -2.08 1.62 -2.90
Pb: -0.74 -2.22 -0.35
Cl: 0.34 -4.16 0.71
C: 2.85 -0.33 -1.67
C: 2.45 0.90 -2.27
C: 1.88 0.60 -3.54
H: 2.53 1.89 -1.81
C: 1.97 -0.80 -3.75
C: 2.56 -1.38 -2.59
H: 2.73 -2.45 -2.42
H: 3.29 -0.45 -0.68
H: 1.48 1.32 -4.25
H: 1.64 -1.35 -4.63
O: 1.37 2.33 2.25
C: 0.73 1.73 3.26
C: 1.07 2.01 4.60
C: 0.36 1.39 5.62
C: -0.70 0.51 5.32
C: -1.03 0.23 4.00
C: -0.28 0.78 2.97
C: -0.34 0.23 1.59
O: -0.84 -0.96 1.55
O: 0.12 0.87 0.61
H: 0.94 1.95 1.41
H: 1.91 2.68 4.81
H: 0.62 1.59 6.66
H: -1.23 0.01 6.12
H: -1.85 -0.44 3.75

=====

Record 2
C22H38AsGeN5PS4Ti as an isolated structure. Source: the Open Molecules 2025 dataset; level of theory: ωB97M-V with the def2-TZVPD basis set.

Its max |F| is 0.98 eV/Å. The calculation puts the energy above the lowest of the compared OMol25 structures with the same formula, charge and spin at 121.6 kJ/mol. As for the charge: -2. The gap between HOMO and LUMO (alpha / beta) comes out at 5.19 / 5.37 eV. Its expectation value of S² is 0.758. As for the spin multiplicity: 2.

Positions of all 73 atoms, in Å:
Ti: 0.26 0.78 0.92
C: 1.10 -0.60 3.94
C: -0.23 -0.51 3.23
C: -0.20 -1.24 1.86
C: 1.02 -1.82 1.40
C: 2.22 -1.60 2.02
C: 2.22 -1.02 3.35
H: 1.13 -0.24 4.97
H: -0.99 -0.99 3.88
H: -1.12 -1.74 1.56
H: 0.98 -2.38 0.48
H: 3.15 -1.95 1.58
H: 3.16 -0.96 3.89
S: 2.21 3.33 -2.10
As: 1.36 3.51 -0.14
S: 2.31 2.11 1.32
S: -0.76 2.64 -0.18
S: 1.26 5.46 0.66
C: -4.46 -1.22 -2.52
N: -3.91 -0.13 -1.74
C: -3.39 0.90 -2.64
N: -2.44 0.39 -3.62
C: -3.05 -0.71 -4.35
N: -3.54 -1.80 -3.50
C: -2.41 -2.46 -2.82
P: -1.38 -1.37 -1.71
C: -2.85 -0.61 -0.84
C: -1.18 -0.01 -2.97
H: -5.33 -0.84 -3.07
H: -4.80 -2.01 -1.85
H: -2.90 1.68 -2.05
H: -4.24 1.33 -3.18
H: -2.32 -1.12 -5.06
H: -3.90 -0.32 -4.91
H: -1.75 -2.88 -3.59
H: -2.80 -3.31 -2.24
H: -2.50 0.22 -0.22
H: -3.26 -1.36 -0.16
H: -0.47 -0.34 -3.73
H: -0.74 0.86 -2.48
N: 1.33 0.14 -0.97
C: 2.41 -0.06 -1.33
N: 3.66 -0.18 -1.68
C: 4.61 0.88 -1.27
C: 6.00 0.45 -1.70
C: 6.41 -0.87 -1.04
C: 5.29 -1.93 -1.14
C: 4.18 -1.49 -2.08
H: 4.55 1.01 -0.19
H: 4.28 1.82 -1.73
H: 6.71 1.24 -1.42
H: 6.05 0.37 -2.79
H: 6.62 -0.68 0.02
H: 7.33 -1.24 -1.48
H: 4.84 -2.11 -0.16
H: 5.69 -2.89 -1.48
H: 3.35 -2.19 -2.06
H: 4.54 -1.44 -3.11
C: -3.60 -0.28 3.08
Ge: -2.47 1.34 3.30
C: -3.36 2.74 2.25
C: -2.76 1.87 5.19
C: -0.61 0.97 2.95
H: -4.65 -0.01 3.25
H: -3.32 -1.06 3.79
H: -3.51 -0.69 2.07
H: -4.32 2.97 2.72
H: -3.53 2.42 1.22
H: -2.75 3.64 2.21
H: -3.82 1.98 5.42
H: -2.26 2.83 5.38
H: -2.33 1.13 5.87
H: -0.01 1.68 3.53

=====

Record 3
C23H22N3O3Sr as an isolated structure in a non-equilibrium geometry. Source: the Open Molecules 2025 dataset; level of theory: ωB97M-V with the def2-TZVPD basis set.

Its max |F| is 4.51 eV/Å. The calculation puts the energy above the lowest of the compared OMol25 structures with the same formula, charge and spin at 136.1 kJ/mol. As for the charge: -1. The gap between HOMO and LUMO comes out at 2.91 eV.

Positions of all 52 atoms, in Å:
Sr: -0.85 -2.32 -0.43
C: -2.02 -4.45 -1.75
O: -2.40 -4.01 -0.38
C: -1.62 -4.64 0.74
C: -0.02 -4.52 0.66
O: 0.51 -3.31 1.26
C: 0.76 -3.39 2.67
H: -2.07 -5.54 -1.80
H: -0.99 -4.11 -2.03
H: -2.72 -3.98 -2.43
H: -1.89 -5.70 0.77
H: -1.96 -4.15 1.65
H: 0.35 -4.53 -0.38
H: 0.40 -5.39 1.17
H: 1.52 -4.16 2.85
H: -0.16 -3.61 3.21
H: 1.13 -2.41 2.95
N: 3.24 -2.57 -2.57
C: 1.88 -2.51 -2.61
O: 1.21 -3.04 -1.67
C: 1.21 -1.91 -3.69
C: 1.89 -1.33 -4.80
N: 2.50 -0.93 -5.69
C: -0.20 -1.84 -3.55
N: -1.34 -1.87 -3.34
H: 3.76 -1.94 -3.17
H: 3.62 -2.75 -1.66
C: -0.75 0.08 0.00
C: -0.56 1.26 0.31
C: -0.38 2.62 0.68
C: 0.01 3.56 -0.35
C: -0.19 3.25 -1.71
C: 0.19 4.10 -2.74
C: 0.81 5.32 -2.48
C: 1.05 5.64 -1.15
C: 0.67 4.80 -0.12
C: -0.57 2.97 2.06
C: -0.60 1.97 3.07
C: -0.81 2.27 4.41
C: -1.03 3.57 4.85
C: -1.05 4.57 3.87
C: -0.84 4.29 2.54
H: -0.66 2.31 -1.95
H: 0.00 3.80 -3.76
H: 1.10 5.98 -3.29
H: 1.56 6.56 -0.90
H: 0.95 5.08 0.89
H: -0.45 0.94 2.78
H: -0.80 1.45 5.12
H: -1.19 3.80 5.90
H: -1.26 5.60 4.15
H: -0.93 5.10 1.82